[1]
{"formula": "C33H42LaN6O4P", "method": "the ωB97M-V functional and the def2-TZVPD basis", "species": ["La", "C", "C", "C", "C", "C", "N", "C", "C", "C", "N", "C", "C", "C", "C", "C", "C", "C", "C", "N", "C", "C", "C", "N", "C", "C", "C", "C", "O", "C", "O", "H", "H", "H", "H", "H", "H", "H", "H", "H", "H", "H", "H", "H", "H", "H", "H", "H", "H", "H", "H", "H", "H", "H", "H", "H", "H", "H", "H", "N", "N", "C", "O", "O", "H", "H", "H", "C", "P", "C", "C", "C", "C", "C", "C", "C", "H", "H", "H", "H", "H", "H", "H", "H", "H", "H", "H"], "positions_angstrom": [[0.068, 0.929, -0.396], [1.715, -3.360, 5.794], [1.188, -2.762, 4.519], [0.028, -3.183, 3.929], [-0.460, -2.653, 2.703], [-1.650, -3.265, 2.254], [-2.248, -3.333, 1.091], [-1.807, -2.916, -0.231], [-2.129, -3.989, -1.274], [-2.063, -3.406, -2.688], [-0.840, -2.648, -2.871], [0.079, -2.827, -3.770], [1.215, -1.996, -3.896], [2.069, -2.203, -4.999], [3.143, -1.390, -5.259], [4.056, -1.601, -6.435], [3.342, -0.315, -4.388], [2.538, -0.047, -3.285], [2.859, 1.154, -2.539], [2.203, 1.717, -1.594], [2.785, 2.962, -1.081], [2.540, 3.130, 0.417], [3.027, 1.924, 1.219], [1.980, 0.895, 1.365], [2.229, 0.027, 2.272], [1.421, -1.089, 2.733], [1.870, -1.717, 3.885], [0.218, -1.533, 2.085], [-0.258, -0.935, 1.069], [1.458, -0.926, -2.965], [0.757, -0.804, -1.892], [1.222, -4.302, 6.023], [1.555, -2.679, 6.632], [2.787, -3.540, 5.719], [-0.534, -3.987, 4.394], [-2.176, -3.825, 3.022], [-3.142, -3.807, 1.093], [-0.741, -2.732, -0.195], [-2.308, -1.975, -0.489], [-3.134, -4.390, -1.123], [-1.424, -4.817, -1.176], [-2.907, -2.731, -2.846], [-2.120, -4.201, -3.429], [-0.667, -1.844, -2.265], [-0.058, -3.640, -4.478], [1.849, -3.030, -5.666], [3.760, -2.473, -7.013], [5.086, -1.744, -6.104], [4.039, -0.733, -7.095], [4.169, 0.358, -4.594], [3.780, 1.635, -2.884], [2.351, 3.807, -1.622], [3.863, 2.982, -1.264], [1.475, 3.284, 0.630], [3.073, 4.019, 0.750], [3.349, 2.250, 2.211], [3.896, 1.477, 0.727], [3.165, 0.125, 2.833], [2.788, -1.359, 4.340], [-0.559, 3.650, -0.842], [-1.872, 3.372, -1.318], [-2.093, 2.253, -2.168], [-3.068, 2.286, -2.883], [-1.266, 1.271, -2.002], [-0.659, 4.265, -0.039], [-0.039, 4.171, -1.544], [-2.402, 4.176, -1.624], [-4.252, 1.407, 0.157], [-2.614, 1.040, 0.894], [-3.205, -0.003, 2.299], [-2.184, 2.554, 1.837], [-2.855, 3.768, 1.713], [-2.427, 4.876, 2.431], [-1.323, 4.789, 3.269], [-0.644, 3.585, 3.394], [-1.070, 2.475, 2.677], [-4.188, 2.061, -0.708], [-4.902, 1.846, 0.914], [-4.690, 0.465, -0.174], [-3.887, 0.583, 2.913], [-2.379, -0.359, 2.915], [-3.743, -0.866, 1.903], [-3.714, 3.854, 1.061], [-2.961, 5.814, 2.342], [-1.000, 5.655, 3.832], [0.211, 3.513, 4.055], [-0.544, 1.529, 2.791]], "forces_ev_per_a": [[1.9, -0.5, 1.9], [0.0, 0.1, 0.0], [0.0, -0.1, 0.1], [0.0, 0.0, 0.0], [0.2, 0.3, -0.1], [0.0, -0.1, 0.0], [0.0, 0.0, 0.1], [0.0, 0.0, -0.2], [0.0, 0.1, 0.0], [-0.2, -0.2, 0.1], [0.0, 0.0, -0.1], [-0.1, 0.0, 0.0], [0.1, 0.3, 0.2], [-0.1, 0.0, 0.0], [0.0, 0.0, -0.1], [0.0, 0.1, 0.0], [-0.1, 0.0, 0.1], [-0.2, -0.2, 0.0], [0.1, 0.2, 0.1], [0.5, 0.0, -0.4], [0.0, 0.2, 0.1], [0.1, -0.4, -0.1], [0.1, 0.1, 0.1], [0.6, -0.3, 0.6], [0.1, 0.3, -0.1], [-0.1, -0.2, 0.0], [-0.1, 0.0, -0.1], [0.0, -0.2, 0.2], [0.0, -0.3, 0.2], [0.3, -0.2, -0.4], [0.0, 0.0, -0.1], [0.0, 0.0, 0.0], [0.0, 0.0, 0.0], [0.0, -0.1, 0.0], [0.0, 0.0, 0.0], [0.0, 0.0, 0.0], [0.0, -0.1, 0.1], [0.0, 0.1, 0.1], [0.0, 0.0, 0.1], [0.0, 0.0, 0.0], [0.0, 0.0, 0.0], [0.0, 0.0, -0.1], [0.0, 0.1, 0.0], [0.1, 0.1, 0.0], [0.0, 0.0, 0.0], [0.0, 0.0, 0.0], [0.0, 0.0, 0.0], [0.0, 0.0, 0.0], [0.0, 0.0, 0.0], [0.0, 0.0, 0.0], [0.0, 0.0, 0.0], [0.0, 0.0, 0.0], [0.0, 0.0, 0.0], [0.1, 0.2, 0.1], [-0.1, 0.1, 0.0], [0.0, 0.0, 0.0], [0.0, 0.0, 0.0], [0.0, 0.0, 0.0], [0.0, 0.0, 0.0], [-0.3, -0.3, -0.2], [0.0, -0.1, -0.2], [-0.7, 0.5, -0.3], [0.1, -0.1, 0.1], [-1.6, 0.6, -2.4], [0.0, -0.1, 0.2], [0.1, 0.0, -0.1], [0.0, 0.1, -0.1], [0.1, 0.1, 0.1], [-1.5, 0.2, 0.8], [0.2, 0.0, -0.1], [0.1, -0.1, -0.1], [0.0, 0.0, 0.0], [0.0, 0.0, 0.0], [0.0, 0.0, 0.0], [0.1, 0.1, 0.0], [0.0, 0.0, -0.1], [0.0, 0.0, 0.0], [-0.1, 0.0, 0.0], [0.0, 0.0, 0.0], [0.0, 0.0, 0.0], [0.0, 0.0, 0.0], [0.0, 0.0, 0.0], [0.0, 0.0, 0.0], [0.0, 0.0, 0.0], [0.0, 0.0, 0.0], [0.0, 0.0, 0.0], [0.0, 0.0, 0.0]], "lowdin_charge": [1.953, -0.029, -0.248, 0.030, -0.104, 0.009, 0.090, -0.163, -0.131, -0.130, 0.077, 0.039, -0.103, 0.037, -0.247, -0.031, 0.050, -0.102, -0.071, -0.077, -0.221, -0.187, -0.205, -0.081, -0.092, -0.106, 0.052, -0.295, -0.277, -0.263, -0.228, 0.085, 0.094, 0.089, 0.131, 0.152, 0.163, 0.114, 0.129, 0.126, 0.130, 0.142, 0.136, 0.108, 0.158, 0.133, 0.084, 0.091, 0.092, 0.136, 0.136, 0.119, 0.125, 0.067, 0.127, 0.125, 0.132, 0.137, 0.136, -0.012, -0.016, -0.745, 0.081, -0.334, 0.091, 0.104, 0.148, -0.238, 0.860, -0.238, -0.410, -0.097, -0.061, -0.065, -0.072, -0.133, 0.029, 0.057, 0.053, 0.060, 0.033, 0.036, 0.103, 0.116, 0.114, 0.111, 0.087], "gap_ev": 7.345, "spin_multiplicity": 1, "relative_energy_ev": 0.443, "energy_ev": -62173.706, "total_charge": 2, "homo_energy_ev": -13.13}

[2]
{"formula": "C34H57N2P3PdS", "method": "the ωB97M-V functional and the def2-TZVPD basis", "species": ["Pd", "C", "P", "C", "N", "C", "C", "C", "C", "C", "C", "N", "C", "P", "C", "C", "C", "C", "C", "C", "C", "C", "C", "H", "H", "H", "H", "H", "H", "H", "H", "H", "H", "H", "H", "H", "H", "H", "H", "H", "H", "H", "H", "H", "H", "H", "H", "H", "H", "H", "H", "C", "C", "C", "C", "P", "C", "C", "C", "C", "C", "C", "C", "C", "C", "C", "H", "H", "H", "H", "H", "H", "H", "H", "H", "H", "H", "H", "H", "H", "H", "H", "H", "H", "H", "H", "H", "H", "H", "C", "S", "C", "H", "H", "H", "H", "H", "H"], "positions_angstrom": [[-0.781, -0.119, -0.458], [-1.262, 4.275, 1.632], [-1.435, 2.520, 1.035], [0.375, 2.345, 0.580], [1.268, 2.581, 1.500], [2.589, 2.491, 1.171], [3.568, 2.704, 2.168], [4.892, 2.599, 1.854], [5.288, 2.284, 0.529], [4.355, 2.094, -0.450], [2.978, 2.196, -0.141], [2.050, 2.006, -1.124], [0.781, 2.038, -0.800], [-0.441, 1.543, -2.131], [0.737, 1.027, -3.438], [-1.081, 3.155, -2.866], [0.041, 4.139, -3.214], [-1.848, 2.771, -4.141], [-2.067, 3.825, -1.908], [-1.742, 1.682, 2.702], [-0.807, 2.075, 3.846], [-1.724, 0.154, 2.539], [-3.180, 2.103, 3.045], [-0.461, 4.353, 2.367], [-2.199, 4.622, 2.066], [-1.019, 4.936, 0.797], [3.235, 2.945, 3.171], [5.644, 2.757, 2.616], [6.341, 2.195, 0.295], [4.632, 1.857, -1.470], [1.426, 1.820, -3.725], [0.173, 0.684, -4.305], [1.323, 0.192, -3.066], [0.602, 3.831, -4.098], [0.749, 4.272, -2.394], [-0.403, 5.116, -3.434], [-1.206, 2.322, -4.899], [-2.287, 3.674, -4.577], [-2.664, 2.077, -3.923], [-1.557, 4.261, -1.045], [-2.824, 3.131, -1.539], [-2.568, 4.643, -2.436], [0.239, 1.926, 3.583], [-1.034, 1.456, 4.722], [-0.936, 3.118, 4.144], [-0.763, -0.266, 2.837], [-1.902, -0.159, 1.503], [-2.498, -0.307, 3.162], [-3.272, 3.170, 3.248], [-3.491, 1.570, 3.949], [-3.876, 1.840, 2.243], [-1.664, -4.018, -0.613], [-0.786, -3.629, 0.584], [-0.134, -4.887, 1.164], [-1.702, -3.066, 1.676], [0.321, -2.194, 0.052], [1.594, -2.042, 1.385], [1.741, -0.783, 1.966], [2.704, -0.535, 2.940], [3.549, -1.553, 3.352], [3.431, -2.813, 2.778], [2.469, -3.051, 1.807], [1.346, -2.716, -1.461], [0.474, -2.594, -2.721], [1.961, -4.120, -1.469], [2.484, -1.689, -1.554], [-2.509, -4.615, -0.252], [-1.123, -4.623, -1.340], [-2.062, -3.134, -1.118], [-0.922, -5.628, 1.339], [0.336, -4.689, 2.127], [0.600, -5.344, 0.504], [-2.368, -3.863, 2.027], [-2.310, -2.248, 1.295], [-1.131, -2.704, 2.535], [1.097, 0.022, 1.628], [2.791, 0.459, 3.366], [4.302, -1.368, 4.109], [4.093, -3.614, 3.084], [2.410, -4.040, 1.383], [-0.219, -3.429, -2.819], [1.125, -2.601, -3.603], [-0.107, -1.674, -2.727], [1.206, -4.906, -1.475], [2.642, -4.287, -0.635], [2.549, -4.235, -2.387], [2.122, -0.660, -1.464], [2.975, -1.795, -2.528], [3.234, -1.847, -0.776], [-4.914, -2.062, -0.467], [-3.688, -0.788, -0.810], [-3.618, -1.021, -2.595], [-4.544, -3.048, -0.756], [-5.849, -1.854, -0.988], [-5.103, -2.057, 0.607], [-4.571, -0.771, -3.063], [-3.352, -2.052, -2.836], [-2.840, -0.361, -2.971]], "forces_ev_per_a": [[0.0, -0.5, -0.5], [0.0, 0.0, -0.1], [0.1, 0.2, 0.2], [0.0, -0.1, -0.3], [0.0, 0.0, 0.0], [0.0, 0.1, 0.1], [-0.1, 0.0, 0.0], [0.1, 0.0, -0.2], [0.0, 0.0, 0.2], [-0.1, 0.0, 0.0], [0.1, -0.1, -0.2], [-0.1, 0.0, 0.1], [-0.1, 0.3, 0.2], [0.5, -0.2, 0.6], [0.0, 0.1, 0.0], [-0.1, -0.1, 0.0], [0.0, 0.0, 0.0], [-0.1, 0.1, 0.0], [0.1, 0.1, 0.0], [0.1, -0.1, 0.0], [0.0, 0.0, 0.1], [0.1, 0.1, 0.0], [0.0, -0.1, 0.0], [0.0, 0.0, 0.0], [0.0, 0.0, 0.0], [0.0, -0.1, 0.0], [0.0, 0.0, 0.0], [0.0, 0.0, 0.0], [0.0, 0.0, 0.0], [0.0, 0.0, 0.0], [0.0, 0.0, 0.0], [0.0, 0.0, 0.0], [0.0, 0.0, 0.0], [0.0, 0.0, 0.1], [0.0, 0.0, 0.0], [0.0, 0.0, 0.0], [0.0, 0.0, 0.0], [0.0, 0.0, 0.0], [0.0, 0.0, 0.0], [-0.1, -0.1, -0.2], [0.0, 0.0, 0.0], [0.0, 0.0, 0.0], [-0.1, 0.0, 0.0], [0.0, 0.0, 0.0], [0.0, 0.0, 0.0], [0.0, 0.0, 0.0], [-0.1, 0.0, 0.1], [0.1, 0.0, 0.0], [0.0, 0.0, 0.0], [0.0, 0.0, 0.0], [0.0, 0.0, 0.0], [0.0, 0.0, 0.0], [-0.1, 0.0, 0.0], [0.0, 0.0, 0.0], [0.0, 0.0, 0.1], [0.1, 0.3, -0.2], [0.1, 0.0, 0.0], [0.0, 0.0, -0.1], [-0.1, 0.0, 0.0], [0.0, 0.0, 0.0], [0.0, 0.1, 0.0], [-0.1, 0.0, 0.0], [0.0, 0.0, 0.0], [0.0, -0.1, 0.0], [0.1, 0.0, 0.0], [0.0, 0.0, 0.0], [0.0, 0.0, 0.0], [0.0, 0.0, 0.0], [0.0, 0.0, 0.0], [0.0, 0.0, 0.0], [0.0, 0.0, 0.0], [0.0, 0.0, 0.0], [0.0, 0.0, 0.0], [0.0, 0.0, 0.0], [0.0, 0.0, 0.0], [0.0, -0.1, 0.0], [0.0, -0.1, 0.0], [0.0, 0.0, 0.0], [0.0, 0.0, 0.0], [0.0, -0.1, 0.0], [0.0, 0.0, 0.0], [0.0, 0.0, 0.0], [0.0, 0.1, 0.0], [0.0, 0.0, 0.0], [0.0, 0.0, 0.0], [0.0, 0.0, 0.0], [0.0, -0.1, 0.1], [0.0, 0.0, 0.1], [0.0, 0.0, 0.0], [0.0, 0.0, 0.2], [-0.1, 0.1, -0.2], [0.1, 0.0, 0.0], [0.0, 0.0, 0.0], [0.0, 0.0, 0.0], [0.0, 0.0, 0.0], [0.0, 0.0, 0.0], [0.0, 0.0, 0.0], [0.0, 0.0, 0.0]], "lowdin_charge": [0.076, -0.264, 1.025, -0.411, 0.120, -0.229, -0.041, -0.079, -0.077, -0.015, -0.213, 0.117, -0.415, 0.941, -0.261, -0.714, -0.091, -0.110, -0.133, -0.712, -0.101, -0.131, -0.123, 0.030, 0.032, 0.025, 0.114, 0.102, 0.101, 0.113, 0.038, 0.040, 0.000, 0.073, 0.074, 0.085, 0.066, 0.086, 0.073, 0.031, 0.061, 0.086, 0.052, 0.087, 0.071, 0.060, -0.013, 0.089, 0.063, 0.084, 0.077, -0.104, -0.672, -0.091, -0.118, 1.092, -0.328, -0.107, -0.068, -0.079, -0.078, -0.100, -0.666, -0.116, -0.088, -0.109, 0.087, 0.067, 0.037, 0.087, 0.075, 0.060, 0.091, 0.025, 0.080, 0.056, 0.090, 0.102, 0.103, 0.078, 0.062, 0.088, 0.034, 0.064, 0.064, 0.089, 0.039, 0.090, 0.080, -0.414, 0.698, -0.417, 0.025, 0.035, 0.033, 0.036, 0.034, -0.011], "gap_ev": 6.622, "spin_multiplicity": 1, "relative_energy_ev": 0.954, "energy_ev": -81346.243, "total_charge": 0, "homo_energy_ev": -6.75}

[3]
{"formula": "C4H6N2O", "method": "the ωB97M-V functional and the def2-TZVPD basis", "species": ["N", "C", "C", "N", "C", "O", "C", "H", "H", "H", "H", "H", "H"], "positions_angstrom": [[-1.959, 0.487, -0.362], [-0.662, -0.042, -0.167], [-0.493, -1.473, -0.484], [0.614, -2.080, -0.335], [1.668, 1.131, 0.179], [2.305, 1.350, 1.351], [0.406, 0.658, 0.209], [-2.680, -0.145, -0.034], [-2.086, 1.387, 0.083], [-1.410, -1.954, -0.859], [0.524, -3.053, -0.626], [3.151, 1.756, 1.128], [0.668, 1.916, -0.141]], "forces_ev_per_a": [[0.0, 0.0, 0.2], [0.2, 0.1, 0.1], [0.2, -0.1, 0.0], [-0.4, 0.0, -0.1], [-0.3, -0.2, 0.0], [0.2, 0.1, -0.1], [0.1, -0.1, -0.1], [0.1, 0.1, 0.0], [0.0, -0.1, -0.1], [0.1, 0.0, 0.0], [0.0, 0.1, 0.0], [-0.1, -0.1, 0.1], [-0.1, 0.1, 0.0]], "lowdin_charge": [0.067, -0.334, -0.203, 0.106, -0.190, -0.010, -0.037, 0.079, 0.086, 0.114, 0.049, 0.094, 0.177], "gap_ev": 8.106, "spin_multiplicity": 1, "relative_energy_ev": 5.445, "energy_ev": -9268.057, "total_charge": 0, "homo_energy_ev": -7.67}